# 1
19
Properties=species:S:1:pos:R:3:forces:R:3:mulliken_charge:R:1 method="wB97M-V/def2-TZVPD" smiles="CCNCC(=O)O.O" lumo_energy_ev=0.54 de_lowest_kj_mol=137.0 orbital_gap_ha=0.3680 charge=0 spin_multiplicity=1 homo_ev=-9.47 total_energy_ev=-11958.6895
O 1.5749 0.1697 1.0941 0.438 1.101 -0.663 -0.430
O 2.3099 -2.8025 -0.0901 -0.035 -0.031 -0.027 -0.624
O 1.3235 1.8696 -0.4007 0.579 -0.035 0.095 -0.513
N -1.3978 0.0149 0.5304 1.630 -0.304 0.115 -0.416
C 0.8811 1.1556 0.4491 -1.575 -0.578 0.780 0.769
C -1.4015 -0.2038 -0.9499 -0.369 0.045 1.041 -0.317
C -0.5575 1.1612 0.9280 -1.786 0.716 -0.182 -0.888
C -2.8619 -0.3130 -1.3372 0.144 0.471 -0.980 -1.236
H 2.4724 0.4030 0.8119 0.486 -0.726 0.105 0.328
H -3.2150 -1.2703 -0.9704 -0.507 0.114 0.117 0.304
H -0.8336 -1.0737 -1.2699 0.007 -0.351 0.213 0.283
H -1.0756 2.0605 0.5844 0.421 0.045 -0.487 0.356
H -0.8528 0.6195 -1.3552 -0.101 0.736 -0.750 0.385
H 1.7221 -3.4248 -0.5248 0.039 -0.135 -0.124 0.308
H 1.7309 -2.3254 0.5083 -0.004 0.231 0.159 0.316
H -0.9505 -0.7554 1.0217 -0.450 -0.367 -0.271 0.270
H -3.4175 0.5429 -0.9710 -0.121 -0.142 0.775 0.297
H -0.6972 1.2585 1.9987 0.747 -0.240 0.388 0.414
H -3.0796 -0.2170 -2.4015 0.456 -0.551 -0.304 0.392



# 2
19
Properties=species:S:1:pos:R:3:forces:R:3:mulliken_charge:R:1 method="wB97M-V/def2-TZVPD" smiles="CC(=O)OCN.CO" lumo_energy_ev=0.92 de_lowest_kj_mol=301.2 orbital_gap_ha=0.3845 charge=0 spin_multiplicity=1 homo_ev=-9.54 total_energy_ev=-11956.9882
O 0.3626 0.9121 0.0892 0.408 -0.770 0.067 -0.568
O -0.4403 -0.4107 -1.6366 0.093 1.183 0.328 -0.499
O 1.6591 -1.1712 -0.2586 -0.782 0.429 -0.001 -0.505
N 0.2039 1.2517 2.3939 0.005 0.001 -0.092 -0.501
C 0.3398 -0.5922 -2.8106 -0.131 0.099 0.109 -0.647
C -0.3882 1.5378 1.0955 -0.032 -0.192 0.101 -0.388
C 0.5605 -0.8415 0.0087 0.735 0.788 0.723 0.905
C -0.4831 -1.4751 0.8595 -0.186 0.003 -0.318 -1.145
H 1.3951 -0.7325 -2.5563 -0.011 0.036 -0.004 0.304
H -0.4247 -2.5532 0.7130 0.001 0.051 -0.002 0.340
H -0.3379 1.6691 3.1414 0.025 0.002 -0.021 0.211
H 0.2353 0.2718 -3.4729 0.054 -0.079 0.040 0.273
H 1.1466 1.6233 2.4320 -0.050 0.036 0.016 0.216
H -0.0191 -1.4821 -3.3292 -0.004 0.043 0.016 0.218
H -0.2264 0.5462 -1.1066 -0.265 -1.532 -0.961 0.479
H -0.4085 2.6105 0.8419 0.027 -0.180 -0.012 0.299
H -1.4709 -1.1209 0.5832 -0.028 -0.005 0.012 0.288
H -0.2769 -1.2189 1.8971 0.083 0.034 -0.027 0.380
H -1.4269 1.1756 1.1154 0.060 0.053 0.027 0.342